The following is a quantum chemistry calculation of a cluster of 7 separate species, C35H81N3O11 in total, from OMol25.

Geometry as XYZ:
```
130
Properties=species:S:1:pos:R:3:forces:R:3
C -7.059772 -0.155511 0.164131 -1.4462 1.6494 0.1686
C -5.865824 0.051355 -0.727798 0.0384 -1.3567 0.0558
O -6.268975 -0.153347 -2.099999 0.5460 0.1331 0.7054
O -7.920158 1.014935 0.059064 0.0593 -0.3067 -0.0191
H -6.859735 -0.198012 1.236868 0.5293 -0.2512 -0.1918
H -7.710927 -0.986567 -0.115955 0.6914 -0.4544 -0.0737
H -5.126816 -0.723996 -0.479142 0.0651 0.1475 0.0727
H -5.396128 1.022552 -0.559319 -0.2610 0.1091 -0.1036
H -5.526677 -0.657765 -2.445667 -0.1540 0.1606 -0.5955
H -8.498001 0.857204 -0.693269 0.0455 0.2002 -0.0456
C -1.310040 0.109275 -4.073023 1.6361 -1.9605 -0.4256
C -2.289294 -0.701992 -4.949145 -0.0743 1.3493 -0.1591
O -3.579544 -0.559193 -4.387655 -0.4304 -0.7467 0.4887
O -0.123509 0.288621 -4.871118 -0.2351 1.1377 -0.2526
H -0.917609 -0.491738 -3.242579 -0.8759 -0.1287 0.2655
H -1.644201 1.035861 -3.614118 -0.2864 0.2201 -0.7156
H -1.907649 -1.723217 -5.089056 -0.3113 -0.0845 0.5096
H -2.340113 -0.288117 -5.967341 0.4546 0.2207 0.2243
H -4.213187 -1.094872 -4.877901 0.1093 0.0918 -0.0204
H 0.414352 -0.502367 -4.840615 -0.0368 -0.1461 0.1524
C -1.574920 4.883724 5.172936 0.8908 -1.0659 -0.4891
C -1.465433 5.408865 3.761631 -1.1552 1.9748 -0.5293
O -2.533340 6.366750 3.550765 -0.4219 -0.1589 0.4277
O -2.310091 3.662662 5.214672 -0.2256 0.0844 -0.1237
H -2.011990 5.604799 5.864581 0.1718 0.2899 -0.2494
H -0.531754 4.647847 5.430065 -0.1321 0.2059 0.4686
H -1.557413 4.689239 2.946822 0.4342 -0.5676 0.4877
H -0.564593 6.021402 3.655548 0.3977 -0.6071 0.0908
H -2.464165 6.765335 2.680481 0.1382 -0.1314 -0.0830
H -2.355901 3.395567 6.136743 -0.0785 -0.0729 -0.0302
C 5.659685 0.938717 3.972176 1.1961 0.4174 0.0661
C 4.859041 1.790782 4.919356 -0.2726 0.1695 0.1857
O 5.609852 2.340331 5.985095 0.1981 -0.4244 0.5895
O 6.528221 1.796733 3.215063 -0.4027 -0.0301 -0.2287
H 5.030308 0.301341 3.345931 -0.1374 0.2224 -0.1210
H 6.334129 0.304858 4.560008 -0.4326 -0.2409 0.2225
H 4.117512 1.115935 5.354428 -0.0489 0.2427 0.2301
H 4.336034 2.633714 4.458878 -0.1078 -0.3815 -0.5993
H 6.259380 2.975000 5.672683 -0.0593 -0.0553 -0.3728
H 7.119621 1.241229 2.699505 0.0251 0.0835 -0.0073
C 4.940174 4.055205 -1.665915 1.0994 1.9697 -0.1273
C 3.785696 5.098993 -1.910134 0.4773 -1.5086 0.3919
C 2.863124 4.465156 -2.948605 -1.3949 -0.3611 0.6414
C 2.001263 3.305695 -2.396621 0.7566 1.2266 0.1406
C 1.218352 3.832436 -1.216208 0.0246 -0.6667 0.6337
C 2.102766 4.397391 -0.087362 -0.5784 1.5165 0.1136
N 3.039949 5.352541 -0.691304 -0.8384 0.5074 -0.7992
O 3.690929 6.242670 0.200107 -0.0192 -0.5434 -0.1290
C 1.199456 5.244544 0.826341 0.4436 -0.2103 1.9633
C 2.662805 3.236844 0.738660 0.2913 -0.6115 -0.5281
C 4.348511 6.372284 -2.544687 0.0465 -0.2121 0.2241
H 5.365686 3.794800 -2.637948 -0.2224 -0.6573 0.0858
H 4.756295 3.235622 -0.981389 -0.4488 -0.2260 -0.3953
H 5.773807 4.604749 -1.206942 -0.1136 -0.0002 0.2123
H 2.096615 5.200165 -3.221185 0.3620 0.2284 -0.4104
H 3.409139 4.109264 -3.820538 0.1447 0.3370 -0.0679
H 2.646634 2.506717 -2.028071 -0.2167 -0.4401 -0.6109
H 1.310548 3.080970 -3.208452 0.1362 -0.8870 0.1365
H 0.726970 2.992820 -0.711295 -0.4292 0.0983 -0.3204
H 0.464358 4.539915 -1.567158 0.0723 0.1760 0.2445
H 0.581923 4.604969 1.468250 -0.7071 -0.1299 -0.8432
H 1.750877 5.682287 1.670987 0.6254 0.1097 -0.4678
H 0.676549 6.098942 0.400072 -0.2428 -0.3933 -0.5043
H 1.857379 2.705295 1.250866 -0.0421 0.3086 0.2845
H 3.055812 2.467230 0.067724 0.2648 0.0964 0.0254
H 3.455766 3.514022 1.432056 -0.1021 0.1617 0.0576
H 3.595491 6.990157 -3.036748 -0.2289 -0.3474 -0.1343
H 5.042204 5.968958 -3.284210 0.1994 0.6389 -0.1353
H 4.828826 7.053811 -1.844432 0.4231 -0.4015 0.0737
H 3.183343 7.046547 0.045095 0.1876 0.1302 0.2707
C 0.313496 -2.054469 2.562971 -0.9989 0.0471 -0.2227
C 0.739471 -0.986715 1.543171 1.4810 -0.8383 0.4882
C 0.765948 -1.523081 0.111858 -0.6864 0.3525 -0.4121
C -0.659865 -1.643029 -0.389780 0.7529 -0.5057 -0.2609
C -1.365756 -0.312362 -0.301981 -1.8479 -0.5004 0.9424
C -1.444866 0.295937 1.114883 -0.1168 1.3562 0.2045
N -0.091570 0.212039 1.657545 0.3495 0.3870 -0.9321
O 0.053586 0.867243 2.880708 0.0906 0.1037 0.3464
C -1.803875 1.801456 0.960253 1.4563 0.4137 -0.7256
C -2.553541 -0.256153 2.043484 0.4180 -1.4845 0.3855
C 2.214075 -0.566828 1.833962 -0.8361 -0.1001 0.1515
H -0.752032 -2.284141 2.453459 0.0174 -0.0116 -0.1744
H 0.381640 -1.640481 3.570518 0.4297 -0.2716 0.0850
H 0.816286 -3.015209 2.452727 0.4074 0.1909 0.2054
H 1.349491 -0.830164 -0.502682 -0.0724 0.0403 -0.0535
H 1.255951 -2.497321 0.053647 0.1626 0.0601 0.3187
H -1.083547 -2.456747 0.210005 -0.6725 0.4575 0.1425
H -0.739993 -2.061968 -1.396658 0.2081 0.2715 -0.1148
H -2.407164 -0.537474 -0.564131 -0.0532 0.4424 -0.2892
H -1.008211 0.477959 -0.959130 0.3799 -0.3053 -0.2312
H -1.018887 2.352460 0.420498 0.1996 -0.4747 -0.0601
H -2.666409 1.954055 0.310976 -0.4725 -0.1554 0.5726
H -1.802097 2.338511 1.907576 -0.7549 -0.2692 0.1539
H -2.814052 -1.280770 1.756551 -0.3529 0.1299 -0.1931
H -2.222251 -0.412157 3.077167 0.3058 0.2627 -0.0456
H -3.440552 0.360072 2.168216 -0.0341 0.0734 -0.5528
H 2.988363 -1.284560 1.556614 -0.4366 -0.5201 0.0262
H 2.247290 -0.420136 2.913013 0.5669 0.6642 -0.1347
H 2.413011 0.295194 1.198238 0.0634 0.4236 0.5784
H -0.526812 0.457806 3.546099 0.0028 -0.1102 -0.1930
C -2.795082 -6.729142 0.534241 -0.5473 0.3627 -0.5701
C -1.502101 -6.508420 -0.262719 0.2894 1.1819 0.0681
C -0.879088 -7.849151 -0.611940 1.0544 0.4276 1.7729
C 0.358884 -7.745695 -1.488872 -0.8679 -0.7354 -1.1679
C -0.055513 -7.033180 -2.779977 0.6054 -0.6665 0.2976
C -0.812301 -5.698634 -2.622421 1.3824 -1.1811 0.7753
N -1.774478 -5.832536 -1.528792 -1.6078 -0.0755 -1.0230
O -2.382260 -4.551613 -1.304555 0.2018 -0.2089 -0.0278
C 0.277920 -4.637175 -2.291562 -0.7623 0.9406 -0.0229
C -1.413508 -5.506947 -4.016715 0.2457 1.3316 -0.1965
C -0.528558 -5.699275 0.661971 0.7827 -0.9539 0.3782
H -3.541556 -7.383100 0.073147 0.4354 -0.2752 -0.2993
H -2.552717 -7.132176 1.514810 -0.0630 0.1075 0.0701
H -3.333637 -5.782582 0.613718 0.2703 0.0912 0.4636
H -0.526147 -8.197108 0.368839 -0.3348 -0.5278 -0.1077
H -1.642324 -8.527368 -0.987321 0.1254 -0.0404 -0.2576
H 1.279548 -7.378719 -1.039391 -0.2879 0.3620 0.3175
H 0.574960 -8.776076 -1.788016 0.3318 0.0346 0.0634
H -0.627552 -7.777911 -3.340355 -0.3275 0.2831 -0.0440
H 0.835787 -6.833597 -3.378517 -0.1125 0.0159 -0.1395
H 0.066675 -3.710524 -2.835481 0.4352 -0.1893 -0.4690
H 1.282353 -5.019702 -2.450088 0.0581 0.2252 -0.3195
H 0.242306 -4.251636 -1.274065 -0.1634 -0.5346 0.1719
H -0.571845 -5.516139 -4.715970 0.0717 -0.0238 0.0491
H -1.840005 -4.506662 -4.146125 -0.2878 -0.1261 0.1384
H -2.096478 -6.265409 -4.393005 -0.1882 -0.1188 0.5581
H -0.512089 -4.611626 0.685756 -0.6556 0.0040 -0.4199
H -0.654000 -6.019510 1.700319 -0.1712 0.0017 -0.0334
H 0.494229 -6.005540 0.426048 0.0560 0.1990 -0.0821
H -3.280234 -4.690807 -1.627366 0.0635 0.1115 0.0490
```
Positions in Å, forces in eV/Å.

SMILES   CC1(C)CCCC(C)(C)N1O.CC1(C)CCCC(C)(C)N1O.CC1(C)CCCC(C)(C)N1O.OCCO.OCCO.OCCO.OCCO
Charge   0
ΔE to the lowest compared entry with this formula, charge and spin   46.7 kcal per mole
Strongest force on any atom   2.589 eV/A
Orbital gap   8.09 eV
Spin multiplicity   1
E_LUMO   0.0081 Eh
Electronic energy   -64593.4558 eV

Mulliken atomic charge list, values in e, 99 entries:
1 C -0.709
2 C 0.460
3 O -0.554
4 O -0.546
5 H 0.271
6 H 0.315
7 H 0.006
8 H 0.126
9 H 0.311
10 H 0.310
11 C 0.418
12 C -0.321
13 O -0.425
14 O -0.590
15 H -0.433
16 H 0.371
17 H 0.142
18 H 0.327
19 H 0.282
20 H 0.315
21 C -0.439
22 C 0.196
23 O -0.611
24 O -0.520
25 H 0.349
26 H 0.275
27 H -0.011
28 H 0.235
29 H 0.299
30 H 0.291
31 C -0.174
32 C -0.398
33 O -0.589
34 O -0.543
35 H 0.183
36 H 0.361
37 H 0.294
38 H 0.286
39 H 0.331
40 H 0.281
41 C -1.569
42 C 1.210
43 C -1.267
44 C -0.599
45 C -0.229
46 C 2.215
47 N 0.514
48 O -0.479
49 C -2.349
50 C -1.858
51 C -1.898
52 H 0.361
53 H 0.270
54 H 0.450
55 H 0.398
56 H 0.507
57 H 0.199
58 H 0.422
59 H -0.931
60 H 0.666
61 H 0.212
62 H 0.566
63 H 0.527
64 H 0.381
65 H 0.250
66 H 0.392
67 H 0.392
68 H 0.391
69 H 0.418
70 H 0.338
71 C -2.005
72 C 1.598
73 C -1.282
74 C 0.483
75 C -1.383
76 C 1.910
77 N 1.383
78 O -0.471
79 C -2.040
80 C -1.586
81 C -1.919
82 H 0.328
83 H 0.482
84 H 0.363
85 H 0.477
86 H 0.623
87 H -0.406
88 H 0.054
89 H 0.118
90 H 0.056
91 H 0.046
92 H 0.259
93 H 0.679
94 H 0.360
95 H 0.197
96 H 0.464
97 H 0.361
98 H 0.515
99 H -0.019